No. 1
This record from the Open Molecules 2025 dataset describes a structure of composition C3H9N2O2. The level of theory is ωB97M-V/def2-TZVPD.

The net charge is +1. The spin multiplicity is 1. For the total energy, the calculation gives -10320.68160 eV. As for the HOMO energy: -14.566 eV. The value obtained for the frontier orbital gap is 10.07 eV. Its LUMO energy is -4.499 eV. For the energy above the lowest of the compared OMol25 structures with the same formula, charge and spin, the calculation gives 142.29 kcal per mole.

```
16
C3H9N2O2, DFT ωB97M-V/def2-TZVPD
C -1.284 -1.216 -0.099
C 1.484 0.954 -0.288
C 0.947 -0.340 0.378
N -3.035 -0.610 -0.180
N -0.496 -0.297 0.228
O 1.441 -1.547 -0.068
O -2.943 0.675 0.233
H -1.101 -2.192 -0.427
H 2.476 1.369 0.040
H 0.801 1.833 -0.004
H 1.514 0.654 -1.394
H 1.237 -0.423 1.524
H -3.563 -1.278 0.353
H -0.989 0.676 0.347
H 2.200 -1.788 0.526
H -2.774 1.371 -0.407
```

Atomic partial charges in e from the natural (NBO) method, atoms 1 to 2: C 0.3752; C -0.6651

No. 2
This record from the Open Molecules 2025 dataset describes a cluster of 2 separate species, C3H9N2O2S in total. The level of theory is ωB97M-V/def2-TZVPD.

The net charge is +1. The spin multiplicity is 1. For the total energy, the calculation gives -21160.25790 eV. As for the HOMO energy: -14.290 eV. The value obtained for the frontier orbital gap is 10.87 eV. Its LUMO energy is -3.421 eV. For the energy above the lowest of the compared OMol25 structures with the same formula, charge and spin, the calculation gives 13.24 kcal per mole.

```
17
C3H9N2O2S, DFT ωB97M-V/def2-TZVPD
C 1.315 -0.392 0.237
C 2.678 0.042 0.411
C -1.562 0.342 -0.026
N -1.356 0.487 -1.338
N -1.850 1.307 0.869
O 1.326 -1.635 -0.278
O 0.307 0.147 0.611
S -2.027 -1.302 0.384
H 2.938 0.896 0.852
H 3.046 -0.854 0.986
H 3.276 -0.045 -0.405
H -1.227 1.471 -1.698
H -1.017 -0.307 -1.875
H -1.741 2.339 0.632
H -1.968 1.023 1.806
H 0.453 -1.875 -0.386
H -2.590 -1.646 -0.782
```

Atomic partial charges in e from the natural (NBO) method, atoms 1 to 2: C 0.8460; C -0.7268

No. 3
This record from the Open Molecules 2025 dataset describes a cluster of 2 separate species, C3H9N2O3 in total. The level of theory is ωB97M-V/def2-TZVPD.

The net charge is -1. The spin multiplicity is 1. For the total energy, the calculation gives -12380.59716 eV. As for the HOMO energy: -4.007 eV. The value obtained for the frontier orbital gap is 8.05 eV. Its LUMO energy is 4.044 eV. For the energy above the lowest of the compared OMol25 structures with the same formula, charge and spin, the calculation gives 35.17 kcal per mole.

```
17
C3H9N2O3, DFT ωB97M-V/def2-TZVPD
O -1.021 1.985 -0.668
C -0.154 1.104 -0.476
N -0.185 -0.191 -0.738
C -1.497 -0.717 -1.035
O -1.690 -2.049 -0.538
C 1.166 1.527 0.219
N 1.073 1.424 1.668
H 1.024 -1.730 -0.489
H -1.630 -0.701 -2.104
H -2.243 -0.159 -0.509
H 1.446 2.506 -0.152
H 1.873 0.831 -0.149
H 0.384 2.063 1.998
H 0.722 0.489 1.860
H 0.745 -1.714 0.911
H -0.914 -2.325 -0.018
O 0.900 -2.343 0.219
```

Atomic partial charges in e from the natural (NBO) method, atoms 1 to 2: O -0.7772; C 0.5916

No. 4
This record from the Open Molecules 2025 dataset describes a cluster of 2 separate species, C3H9N2O3 in total. The level of theory is ωB97M-V/def2-TZVPD.

The net charge is +1. The spin multiplicity is 1. For the total energy, the calculation gives -12374.09064 eV. As for the HOMO energy: -14.562 eV. The value obtained for the frontier orbital gap is 11.50 eV. Its LUMO energy is -3.062 eV. For the energy above the lowest of the compared OMol25 structures with the same formula, charge and spin, the calculation gives 1.84 kcal per mole.

```
17
C3H9N2O3, DFT ωB97M-V/def2-TZVPD
N -1.642 2.984 -0.926
C -1.161 1.826 -0.419
O -1.567 0.681 -1.018
O -0.428 1.753 0.547
H -1.947 2.988 -1.892
H -1.181 3.839 -0.637
H -2.268 0.840 -1.665
O 0.790 -3.397 0.713
C 1.673 -2.677 0.346
C 1.521 -1.173 0.411
N 0.171 -0.846 0.934
H 2.630 -3.058 -0.042
H 2.274 -0.749 1.075
H 1.639 -0.718 -0.570
H 0.012 0.194 0.959
H -0.557 -1.228 0.328
H 0.042 -1.260 1.856
```

Atomic partial charges in e from the natural (NBO) method, atoms 1 to 2: N -0.8140; C 0.9039

No. 5
This record from the Open Molecules 2025 dataset describes the molecule C3H9N2OP. The level of theory is ωB97M-V/def2-TZVPD.

The spin multiplicity is 1. For the total energy, the calculation gives -17571.47350 eV. As for the HOMO energy: -7.605 eV. The value obtained for the frontier orbital gap is 7.99 eV. As for the structure (SMILES): C=CC=P(N)(N)O. Its LUMO energy is 0.382 eV. For the energy above the lowest of the compared OMol25 structures with the same formula, charge and spin, the calculation gives 63.18 kcal per mole.

```
16
C3H9N2OP, DFT ωB97M-V/def2-TZVPD
C 0.798 2.361 -1.779
C 0.104 1.308 -1.357
C 0.417 0.730 -0.090
N 0.991 -1.275 1.522
N -0.837 -1.746 -0.475
O -1.793 -0.987 2.047
P -0.264 -0.612 0.624
H 0.763 2.673 -2.776
H 1.595 2.730 -1.160
H -0.672 0.897 -2.019
H 0.861 1.273 0.671
H 1.992 -1.245 1.173
H 0.973 -1.812 2.372
H -1.773 -1.568 -0.814
H -0.830 -2.531 0.017
H -2.325 -0.197 2.045
```

Atomic partial charges in e from the natural (NBO) method, atoms 1 to 2: C -0.4216; C -0.1952

No. 6
This record from the Open Molecules 2025 dataset describes a cluster of 2 separate species, C3H9N2OP in total. The level of theory is ωB97M-V/def2-TZVPD.

The spin multiplicity is 1. For the total energy, the calculation gives -17568.61742 eV. As for the HOMO energy (spin up / spin down): -9.141 / -8.484 eV. The value obtained for the frontier orbital gap (spin up / spin down) is 9.08 / 7.60 eV. Its LUMO energy (spin up / spin down) is -0.063 / -0.883 eV. For the energy above the lowest of the compared OMol25 structures with the same formula, charge and spin, the calculation gives 129.04 kcal per mole.

```
16
C3H9N2OP, DFT ωB97M-V/def2-TZVPD
C -1.508 -0.905 0.210
C 0.392 0.528 0.088
C -2.860 -0.451 0.006
N 2.959 0.376 1.309
N 2.727 0.265 -1.260
O 1.950 -1.768 0.195
P 1.957 -0.304 0.133
H -1.172 -1.857 -0.167
H 0.144 1.272 0.833
H -3.533 -1.166 0.495
H -3.115 -0.481 -1.061
H -3.053 0.547 0.395
H 2.946 1.383 1.387
H 2.907 -0.087 2.202
H 2.707 -0.450 -1.974
H 2.377 1.145 -1.613
```

Atomic partial charges in e from the natural (NBO) method, atoms 1 to 2: C 0.0625; C -0.5495

No. 7
This record from the Open Molecules 2025 dataset describes a cluster of 2 separate species, C3H9N2OS in total. The level of theory is ωB97M-V/def2-TZVPD.

The net charge is +1. The spin multiplicity is 1. For the total energy, the calculation gives -19112.63604 eV. As for the HOMO energy: -12.015 eV. The value obtained for the frontier orbital gap is 6.86 eV. Its LUMO energy is -5.152 eV. For the energy above the lowest of the compared OMol25 structures with the same formula, charge and spin, the calculation gives 30.10 kcal per mole.

```
16
C3H9N2OS, DFT ωB97M-V/def2-TZVPD
C 2.219 -0.185 -0.045
C -1.861 0.316 0.256
C -3.112 -0.342 0.455
N 2.104 1.121 0.221
N 3.319 -0.640 -0.639
O -3.902 -0.763 -0.463
S 0.992 -1.270 0.327
H -1.668 1.042 1.043
H -0.959 -0.396 0.354
H -1.765 0.756 -0.738
H -3.443 -0.611 1.455
H 2.873 1.753 0.059
H 1.346 1.438 0.799
H 4.110 -0.047 -0.834
H 3.384 -1.619 -0.869
H -3.639 -0.554 -1.382
```

Atomic partial charges in e from the natural (NBO) method, atoms 1 to 2: C 0.3218; C -0.8189

No. 8
This record from the Open Molecules 2025 dataset describes the ion C3H9N2S with charge -1. The level of theory is ωB97M-V/def2-TZVPD.

The net charge is -1. The spin multiplicity is 1. For the total energy, the calculation gives -17071.53619 eV. As for the HOMO energy: -2.685 eV. The value obtained for the frontier orbital gap is 6.66 eV. As for the structure (SMILES): NC[C@@H](N)C[S-]. Its LUMO energy is 3.970 eV. For the energy above the lowest of the compared OMol25 structures with the same formula, charge and spin, the calculation gives 45.89 kcal per mole.

```
15
C3H9N2S, DFT ωB97M-V/def2-TZVPD
N 0.911 -1.126 0.658
C 0.294 0.112 0.130
C 1.059 0.577 -1.225
S 2.754 1.591 -1.283
C -1.258 0.241 0.005
N -1.961 -0.041 1.335
H 1.806 -1.003 1.156
H 1.216 -1.635 -0.193
H 0.615 0.795 0.917
H 0.314 1.167 -1.713
H 0.987 -0.497 -1.864
H -1.689 -0.425 -0.733
H -1.456 1.372 -0.173
H -2.555 -0.897 1.139
H -1.036 -0.231 1.844
```

Atomic partial charges in e from the natural (NBO) method, atoms 1 to 2: N -0.8760; C -0.1132

No. 9
This record from the Open Molecules 2025 dataset describes the ion C3H9N2S with charge +1. The level of theory is ωB97M-V/def2-TZVPD.

The net charge is +1. The spin multiplicity is 1. For the total energy, the calculation gives -17061.88286 eV. As for the HOMO energy (spin up / spin down): -12.359 / -12.358 eV. The value obtained for the frontier orbital gap (spin up / spin down) is 8.14 / 8.14 eV. Its LUMO energy (spin up / spin down) is -4.216 / -4.217 eV. For the energy above the lowest of the compared OMol25 structures with the same formula, charge and spin, the calculation gives 98.79 kcal per mole.

```
15
C3H9N2S, DFT ωB97M-V/def2-TZVPD
C -0.450 -1.226 0.270
C 0.860 -0.926 -0.392
C 0.237 1.376 0.142
N -1.273 -0.025 0.501
N 1.285 0.443 0.090
S -2.660 0.175 -0.507
H -0.872 -2.024 -0.494
H -0.171 -1.664 1.271
H 1.702 -1.608 -0.139
H 0.826 -0.916 -1.442
H -0.242 1.704 -0.791
H 0.385 2.216 0.876
H 1.672 0.505 1.065
H 2.028 0.763 -0.609
H -3.327 1.207 0.160
```

Atomic partial charges in e from the natural (NBO) method, atoms 1 to 2: C -0.2945; C -0.2174

No. 10
This record from the Open Molecules 2025 dataset describes a structure of composition C3H9N2S. The level of theory is ωB97M-V/def2-TZVPD.

The net charge is +1. The spin multiplicity is 1. For the total energy, the calculation gives -17064.38069 eV. As for the HOMO energy: -14.028 eV. The value obtained for the frontier orbital gap is 9.37 eV. Its LUMO energy is -4.659 eV. For the energy above the lowest of the compared OMol25 structures with the same formula, charge and spin, the calculation gives 41.18 kcal per mole.

```
15
C3H9N2S, DFT ωB97M-V/def2-TZVPD
C 0.550 0.520 -0.829
C -0.316 0.036 1.375
C 0.113 -0.582 0.089
N 1.515 1.550 -0.250
N -0.872 -1.355 -0.566
S -0.320 0.685 -2.270
H 0.397 0.566 2.025
H -0.903 -0.678 2.050
H -1.020 0.868 1.005
H 1.043 -1.201 0.060
H 1.267 1.739 0.680
H 1.928 2.304 -0.775
H -1.080 -0.691 -1.483
H -1.667 -1.624 0.013
H -0.634 -2.138 -1.126
```

Atomic partial charges in e from the natural (NBO) method, atoms 1 to 2: C 0.1555; C -0.6455